1.
Formula: C3HAlFO2
Source: OMol25
Level of theory: ωB97M-V/def2-TZVPD

```
8
Properties=species:S:1:pos:R:3:forces:R:3
Al -1.216385 -1.349091 -2.370163 -1.493 -1.872 -3.126
F 0.675042 -0.557944 2.148664 -1.245 1.188 -1.899
O 0.044966 0.673691 -0.975299 0.917 0.818 -0.322
O -0.402485 -1.012221 0.225474 0.480 -1.195 0.438
C 0.593917 0.940946 0.255148 -2.075 2.660 -0.930
C 0.275346 -0.124175 1.007935 0.894 -4.533 2.792
C -0.473266 -0.522692 -0.986604 1.170 2.660 3.937
H 0.502865 1.951485 0.694844 1.353 0.275 -0.891
```
Positions in Å, forces in eV/Å.

The lowest unoccupied orbital energy (spin up / spin down) is -0.7722 / -0.7714 Ha. As for the total charge: +3. The HOMO-LUMO gap (spin up / spin down) comes out at 4.943 / 4.526 eV. As for the HOMO energy (spin up / spin down): -25.96 / -25.52 eV.

2.
Formula: C4H6N2
Source: OMol25
Level of theory: ωB97M-V/def2-TZVPD

```
12
Properties=species:S:1:pos:R:3:forces:R:3
N -0.321239 -0.249078 -1.953381 0.624 0.621 -0.267
N 1.065331 1.123667 0.302025 0.186 -0.030 -0.041
C 0.471240 0.613928 -2.183828 -0.567 -0.749 -0.019
C -0.016797 1.023692 -0.638481 -0.248 0.256 0.307
C 0.188142 -1.292473 0.643077 0.044 0.007 -0.031
C -0.016062 0.200941 0.612064 -0.134 -0.121 0.124
H -0.764588 -1.810189 0.494716 0.133 0.081 0.023
H -0.666929 0.580018 1.399821 0.083 -0.049 -0.119
H 1.898914 0.649908 -0.036857 -0.096 0.018 0.038
H -0.676484 1.876353 -0.746385 0.133 -0.153 0.002
H 0.876427 -1.627132 -0.137193 -0.094 0.075 0.117
H 0.593297 -1.584391 1.618279 -0.064 0.045 -0.133
```
Positions in Å, forces in eV/Å.

The lowest unoccupied orbital energy is 0.0329 Ha. The HOMO-LUMO gap comes out at 10.735 eV. As for the HOMO energy: -9.84 eV.

Computed molar mass (g/mol) in order:
115.019 82.106
Computed E (hartree) in order:
-606.03453 -265.38801